6
Properties=species:S:1:pos:R:3:forces:R:3:mulliken_charge:R:1 method="wB97M-V/def2-TZVPD" total_charge=+2 homo_lumo_gap_ev=4.060 multiplicity=1 fmax_ev_per_a=1.0
Tl -8.488910 -17.627750 2.468410 0.0 -0.2 0.3 1.4480
B -8.112230 -17.952470 5.975750 -0.3 0.1 0.5 0.6716
F -8.551720 -16.737150 5.492830 0.1 0.1 0.1 -0.1063
F -7.028950 -17.781050 6.816010 -0.3 -0.2 -0.1 0.0761
F -9.092580 -18.591710 6.727850 0.2 0.2 0.1 0.0726
F -7.809250 -18.770710 4.878820 0.3 0.0 -0.9 -0.1621